No. 1
14
Properties=species:S:1:pos:R:3:mulliken_spin:R:1 method="wB97M-V/def2-TZVPD" multiplicity=5 gap_ev="6.99 / 7.89" charge=+2 homo_ev="-16.359 / -22.602"
O 2.15 0.53 -2.97 -0.03
C 1.50 0.36 -2.04 0.20
Rh -0.04 -0.04 0.15 2.37
O 2.74 -0.57 1.57 0.00
C 1.77 -0.37 1.01 0.17
C -1.97 0.32 -0.53 0.32
O -3.10 0.49 -0.68 0.11
C -0.13 -2.02 -0.40 0.10
O -0.25 -3.13 -0.70 0.03
C 0.16 1.97 0.50 0.11
O 0.21 3.10 0.73 0.03
H -0.57 0.27 -1.29 0.46
O -1.52 -0.54 2.82 0.02
C -0.94 -0.36 1.84 0.10

---

No. 2
14
Properties=species:S:1:pos:R:3:nbo_charge:R:1 method="wB97M-V/def2-TZVPD" multiplicity=1 gap_ev=10.59 charge=0 homo_ev=-9.454 smiles=C[C@H]1[C@H]2CO[C@@H]12
C 1.43 -0.27 0.62 -0.62
C 0.66 0.70 -0.25 -0.25
C -0.63 0.21 -1.02 -0.29
C -1.17 -0.88 -0.12 -0.07
O -1.25 0.05 0.98 -0.52
C -0.72 1.10 0.17 0.09
H 1.24 -0.15 1.69 0.23
H 2.51 -0.27 0.43 0.22
H 1.05 -1.28 0.39 0.20
H 1.24 1.40 -0.86 0.23
H -0.79 0.37 -2.09 0.23
H -0.38 -1.65 0.04 0.16
H -2.10 -1.43 -0.29 0.19
H -1.09 2.11 0.32 0.20

---

No. 3
14
Properties=species:S:1:pos:R:3:nbo_charge:R:1 method="wB97M-V/def2-TZVPD" multiplicity=1 gap_ev=9.65 charge=+1 homo_ev=-12.899
C 0.61 -0.94 0.87 0.07
C 1.02 0.12 0.16 -0.25
N 0.33 0.63 -1.03 -0.68
N 1.32 -1.50 1.87 -0.76
H -0.33 -1.45 0.66 0.21
H 2.02 0.48 0.31 0.22
H -0.70 0.66 -0.90 0.47
H 0.63 1.59 -1.14 0.45
H 0.50 0.06 -1.86 0.43
H 2.06 -1.00 2.33 0.40
H 0.84 -2.10 2.52 0.41
H -3.05 1.90 -1.16 0.52
H -2.85 0.37 -1.50 0.50
O -2.43 1.17 -1.14 -0.98

---

No. 4
11
Properties=species:S:1:pos:R:3:mulliken_spin:R:1 method="wB97M-V/def2-TZVPD" multiplicity=3 gap_ev="8.04 / 6.50" charge=0 homo_ev="-7.433 / -8.920"
C -0.98 -0.68 1.18 -0.02
P 1.62 1.16 -2.58 0.02
P 2.06 -0.96 -2.22 0.12
P 0.23 -0.11 -1.47 0.03
P 0.47 0.37 0.64 0.93
H -1.63 -0.30 1.91 0.00
H -0.55 -1.59 1.42 0.01
H -1.43 -0.85 0.20 0.01
H 2.60 1.42 -1.63 0.00
H 1.82 -1.64 -3.45 0.00
H -0.86 2.04 -0.37 0.90

---

Here are the calculated E numbers, same order: -21502.46449, -7359.41204, -7240.87921, -38284.17518 (eV).
Here are the calculated strongest force on any atom numbers, same order: 9.449, 0.881, 1.378, 2.954 (eV/Å).
Here are the calculated ΔE to the lowest compared entry with this formula, charge and spin numbers, same order: 0.00, 274.33, 142.49, 0.00 (kJ/mol).